No. 1
DFT (ωB97M-V/def2-TZVPD) results for a molecular structure, C25H36BCsN8O2PS2Se.

Structure (XYZ):
```
77
Properties=species:S:1:pos:R:3:lowdin_spin:R:1
Cs 0.88488 -0.54297 0.18590 0.0002
C 1.20110 -2.40159 -3.07043 0.0004
C 0.23274 -3.29802 -2.36504 0.0000
C -0.22632 -4.57838 -2.73310 0.0000
C -1.14432 -4.92044 -1.75496 0.0000
C -2.01251 -6.13505 -1.67503 0.0000
N -1.18293 -3.90260 -0.86745 0.0000
N -0.34831 -2.92005 -1.24094 0.0000
B -1.96673 -3.76359 0.45975 0.0000
N -2.89248 -2.52952 0.42226 0.0000
N -2.46202 -1.28598 0.11128 0.0000
C -3.52733 -0.50519 0.09557 0.0000
C -3.39521 0.94884 -0.22468 0.0000
C -4.68510 -1.24622 0.40875 0.0000
C -4.23222 -2.53388 0.60805 0.0000
C -5.03142 -3.74164 0.97808 0.0000
N -0.99553 -3.70262 1.66357 0.0000
N -0.54114 -2.54760 2.20278 0.0000
C 0.30178 -2.88192 3.16824 0.0000
C 0.98535 -1.85712 4.01001 0.0000
C 0.41363 -4.28370 3.25502 0.0000
C -0.42386 -4.76582 2.27117 0.0000
C -0.65416 -6.18258 1.86185 0.0000
H 1.62958 -2.92931 -3.92447 0.0000
H 0.71802 -1.49578 -3.44167 0.0004
H 2.03725 -2.09573 -2.43638 0.0001
H 0.04571 -5.16145 -3.59910 0.0000
H -1.78412 -6.80023 -2.50814 0.0000
H -1.87443 -6.68733 -0.74491 0.0000
H -3.06849 -5.86215 -1.73740 0.0000
H -2.64982 -4.74980 0.57591 0.0000
H -2.35028 1.17976 -0.42940 0.0000
H -3.98101 1.21737 -1.10675 0.0000
H -3.73486 1.57706 0.60206 0.0000
H -5.70527 -0.90233 0.48355 0.0000
H -6.07777 -3.46024 1.09861 0.0000
H -4.96661 -4.51724 0.21280 0.0000
H -4.67981 -4.17785 1.91483 0.0000
H 0.80163 -0.85661 3.61727 0.0000
H 0.62099 -1.89094 5.04113 0.0000
H 2.06373 -2.01875 4.01954 0.0000
H 1.03807 -4.86237 3.91749 0.0000
H -0.14172 -6.85005 2.55452 0.0000
H -1.71688 -6.43257 1.85369 0.0000
H -0.26001 -6.36628 0.85937 0.0000
C 5.38251 1.16697 5.01869 0.0000
C 4.24620 0.16441 4.95047 0.0000
O 4.38803 -0.76826 3.88050 0.0000
P 4.15985 -0.33028 2.33501 0.0001
S 3.70444 -1.92177 1.28955 0.0011
S 2.91674 1.20117 2.19486 0.0007
O 5.68304 0.16222 2.01862 0.0002
C 5.92201 0.65669 0.69742 0.0018
C 7.39098 0.99459 0.58007 0.0001
H 5.27491 1.78044 5.91746 0.0000
H 5.36187 1.81887 4.14653 0.0000
H 6.34604 0.65550 5.04832 0.0000
H 3.29202 0.68565 4.84360 0.0000
H 4.21781 -0.44877 5.85348 0.0000
H 5.29627 1.53564 0.52194 0.0007
H 5.63432 -0.10872 -0.02836 0.0016
H 7.66911 1.74228 1.32529 0.0000
H 7.60119 1.39540 -0.41303 0.0000
H 8.00425 0.10566 0.73576 0.0000
Se 2.99364 2.12973 -1.90272 0.2142
N 1.28782 1.52662 -2.18860 0.2315
C 1.11262 1.57874 -3.51885 0.0102
C -0.07990 1.18814 -4.16541 0.0718
C -0.18274 1.26138 -5.54470 0.0610
C 0.88964 1.72492 -6.31874 0.0589
C 2.07589 2.11664 -5.72008 0.0765
C 2.22237 2.05265 -4.31840 0.0069
N 3.33945 2.40361 -3.65978 0.2505
H -0.90120 0.82716 -3.55670 0.0022
H -1.10167 0.95245 -6.03095 0.0031
H 0.78959 1.77350 -7.39810 0.0028
H 2.91562 2.47364 -6.30524 0.0026
```

For the frontier orbital gap (alpha / beta), the calculation gives 4.0177 / 6.2384 eV. The net charge is -2. For the max |F|, the calculation gives 0.6 eV/A. The calculation puts the total energy at -140062.7494 eV. For the molar mass, the calculation gives 798.4 g mol⁻¹. The energy relative to the best compared isomer or geometry (same formula, charge and spin) is 12.39 kcal/mol. Its spin multiplicity is 2. The expectation value of S² is 0.78.


No. 2
DFT (ωB97M-V/def2-TZVPD) results for C4H7NO in the gas phase.

Structure (XYZ):
```
13
Properties=species:S:1:pos:R:3:mulliken_charge:R:1
N 2.18747 0.08262 0.17730 -0.4174
C 1.01044 0.25453 -0.49631 0.4434
O 0.92583 0.98455 -1.46877 -0.6106
C -0.15404 -0.50870 0.06651 -0.1696
C -1.47175 -0.35224 -0.62856 -0.5200
C -1.26264 0.30636 0.69548 -0.5467
H 2.19574 -0.33181 1.09446 0.2130
H 2.95071 0.69415 -0.07195 0.2471
H 0.07692 -1.46305 0.53333 0.3836
H -1.44590 0.28182 -1.50957 0.2350
H -2.12912 -1.21431 -0.68154 0.2449
H -1.74661 -0.11839 1.57045 0.2557
H -1.13705 1.38448 0.71917 0.2416
```

For the frontier orbital gap, the calculation gives 10.8185 eV. For the max |F|, the calculation gives 0.4 eV/A. The calculation puts the total energy at -7798.9202 eV. For the molar mass, the calculation gives 85.1 g mol⁻¹. The SMILES is NC(=O)C1CC1. The energy relative to the best compared isomer or geometry (same formula, charge and spin) is 16.70 kcal/mol.